This record from the Open Molecules 2025 dataset describes a cluster of 4 separate species, C37H66BrIN5O in total. The level of theory is ωB97M-V with the def2-TZVPD basis set.

The HOMO energy comes out at -9.07 eV. Its HOMO-LUMO gap is 0.1975 hartree. Its net charge is +1.

Cartesian coordinates (Å):
C1 0.09199 -0.09089 3.06051
C2 0.95723 0.25509 2.06066
C3 1.81430 1.43761 2.25736
C4 3.16922 1.19536 2.49845
C5 3.70635 -0.21406 2.45528
C6 4.41803 -0.52760 1.13020
C7 4.01144 2.27466 2.71069
N1 5.38344 2.10420 2.94841
N2 3.55015 3.56016 2.67053
C8 4.52932 4.66341 2.89129
C9 4.36743 5.46500 4.16602
C10 4.19571 6.84084 4.03732
C11 4.06829 7.67326 5.13408
C12 4.10758 7.13372 6.40851
C13 4.30354 5.76908 6.54953
C14 4.43468 4.92014 5.45522
C15 4.66136 3.45352 5.72849
C16 2.24152 3.80217 2.37884
I1 1.55255 5.75659 2.16191
C17 1.35163 2.76795 2.17994
C18 -0.09299 3.02879 1.86001
C19 -0.36977 3.42942 0.42354
O1 -1.35499 3.99818 0.09431
Br1 0.94807 2.92635 -0.90948
H1 0.15393 -1.01255 3.63233
H2 -0.70532 0.56995 3.39600
H3 1.00001 -0.32907 1.14399
H4 2.92752 -0.95722 2.59084
H5 4.39147 -0.36347 3.29120
H6 4.47788 -1.60597 1.00103
H7 5.45230 -0.18544 1.15551
H8 3.92164 -0.08141 0.27179
H9 5.90627 2.07440 2.08000
H10 5.55577 1.24935 3.45959
H11 5.52932 4.26227 2.82814
H12 4.41306 5.35872 2.06216
H13 4.16824 7.28105 3.04877
H14 3.91861 8.73208 4.98068
H15 3.98899 7.75789 7.28170
H16 4.34578 5.34403 7.54325
H17 4.44190 3.26438 6.77769
H18 4.00853 2.79869 5.15830
H19 5.71107 3.20188 5.58688
H20 -0.48201 3.84492 2.46598
H21 -0.70719 2.16632 2.09441
C20 -5.18128 -1.64086 -3.01685
C21 -3.96864 -1.23217 -2.19744
N3 -3.22626 -0.12872 -2.78372
C22 -1.95487 0.10981 -2.13390
C23 -1.96753 0.57982 -0.67153
C24 -4.00430 1.05897 -3.09928
C25 -4.74659 1.76324 -1.95451
H22 -4.88983 -1.92068 -4.03034
H23 -5.66749 -2.50106 -2.55564
H24 -5.92420 -0.84544 -3.07788
H25 -3.29253 -2.08895 -2.12957
H26 -4.30238 -1.01932 -1.16828
H27 -1.39361 0.83436 -2.73096
H28 -1.37863 -0.81970 -2.18841
H29 -2.23294 1.63199 -0.59010
H30 -0.96378 0.46982 -0.24844
H31 -2.65182 -0.00072 -0.05148
H32 -4.73443 0.78728 -3.86429
H33 -3.34162 1.77418 -3.59326
H34 -5.23176 1.05408 -1.28205
H35 -5.52732 2.40622 -2.36426
H36 -4.08770 2.40134 -1.36631
C26 2.03237 -3.71184 4.95802
C27 2.33360 -4.60244 3.76247
N4 3.75425 -4.78636 3.52648
C28 4.03851 -5.44092 2.25814
C29 3.57196 -6.88827 2.06335
C30 4.52442 -5.25929 4.66754
C31 4.13331 -6.60330 5.29624
H37 2.46562 -2.71674 4.83038
H38 0.95203 -3.57625 5.04931
H39 2.36609 -4.15179 5.89633
H40 1.90671 -4.13798 2.86786
H41 1.79731 -5.55391 3.89862
H42 5.11668 -5.39043 2.08438
H43 3.58701 -4.82892 1.46953
H44 4.21076 -7.59621 2.58835
H45 3.62294 -7.14675 1.00427
H46 2.54315 -7.04141 2.38917
H47 4.47910 -4.49307 5.44471
H48 5.57601 -5.29070 4.37274
H49 3.05221 -6.71737 5.38610
H50 4.55060 -6.67288 6.30224
H51 4.52117 -7.44947 4.73272
C32 -7.71003 -0.62498 -6.35161
C33 -7.23330 -1.25938 -7.64803
N5 -6.59380 -0.31656 -8.54775
C34 -6.34634 -0.86817 -9.86899
C35 -5.35512 -2.03223 -9.99912
C36 -5.50815 0.45736 -7.97096
C37 -4.30234 -0.30161 -7.39576
H52 -8.41487 0.18524 -6.54254
H53 -8.21687 -1.37351 -5.74075
H54 -6.88073 -0.23410 -5.76015
H55 -8.09892 -1.68165 -8.16462
H56 -6.57960 -2.11051 -7.39538
H57 -6.02294 -0.05368 -10.52261
H58 -7.31103 -1.19531 -10.26834
H59 -4.32089 -1.69747 -9.92937
H60 -5.46803 -2.49720 -10.98031
H61 -5.52124 -2.80517 -9.24845
H62 -5.92523 1.08211 -7.17799
H63 -5.16181 1.16668 -8.72673
H64 -4.60515 -1.17913 -6.82222
H65 -3.74482 0.35012 -6.71893
H66 -3.60902 -0.62180 -8.17171

Force components x, y, z for each atom (eV/Å):
C -0.0220 0.2718 -0.0798
C -1.0740 -0.2015 0.3629
C -0.6469 1.3289 -0.8470
C -0.4949 -0.3405 -0.0207
C 0.4113 0.0503 -0.0766
C 0.3890 -0.1302 0.3184
C 0.1641 -0.0145 -0.2903
N -0.1718 -0.0470 -0.0197
N 0.0935 -0.3335 -0.0536
C -0.0297 0.8308 0.0394
C -0.1919 0.0133 0.3312
C 0.1531 0.0510 -0.0994
C -0.0456 0.0585 -0.0060
C 0.0588 -0.1674 -0.1648
C -0.1034 0.1153 0.0682
C -0.1065 -0.2252 -0.1364
C -0.0108 0.3268 0.4806
C 0.1072 0.1916 0.1869
I 0.1093 -0.0880 -0.0862
C -0.1067 -0.4330 0.3476
C 0.4699 0.2560 0.1050
C -0.9637 0.3719 -0.1130
O 0.4952 -0.2229 0.0792
Br 0.1646 -0.0895 -0.0113
H -0.9956 -0.9563 -1.3360
H 1.1454 0.8465 1.2418
H 1.5567 -0.9190 0.6215
H -0.2547 0.2370 0.1447
H 0.0505 -0.1321 0.0066
H -0.1008 -0.0465 -0.1068
H -0.0010 0.1760 -0.1435
H -0.1039 -0.0340 -0.0405
H 0.1334 0.0917 0.0398
H 0.0569 -0.0602 -0.0673
H -0.0401 -0.2777 0.0301
H -0.0572 -0.1132 -0.1473
H -0.0135 -0.0051 -0.0548
H 0.0330 0.0601 0.0388
H 0.0179 0.0498 0.0326
H 0.0066 -0.0441 0.0383
H -0.0111 -0.0583 0.0397
H 0.0956 -0.0625 -0.1426
H -0.0246 -0.2047 -0.2634
H -0.0698 0.0194 0.0127
H -0.0368 -0.1871 -0.2532
C -0.0284 -0.0606 -0.0497
C -0.1774 0.0140 0.0510
N 0.0646 0.0162 0.0542
C 0.2078 -0.0707 -0.0322
C 0.1073 0.0656 0.0505
C -0.1589 0.1055 -0.1432
C 0.0185 0.0707 -0.0363
H 0.0022 0.0604 -0.0204
H 0.0208 -0.0087 0.0118
H -0.0106 -0.0082 0.0029
H 0.0778 0.0551 0.0139
H 0.0121 -0.0067 -0.0017
H -0.0597 0.0480 -0.0104
H -0.0825 -0.0534 0.0035
H -0.1312 -0.0151 0.0024
H -0.0019 -0.0504 -0.0056
H -0.0065 -0.0223 -0.0306
H 0.0032 -0.0731 0.0205
H 0.0908 -0.0338 0.0589
H 0.0049 -0.0212 -0.0119
H 0.0030 -0.0055 -0.0143
H 0.0023 -0.0540 0.0589
C -0.3163 0.0797 -0.0911
C -0.0616 -0.0545 0.1476
N 0.0482 0.1245 -0.1207
C 0.0257 0.0088 -0.1835
C 0.1069 -0.0352 -0.0558
C 0.0742 -0.0022 0.2152
C 0.0890 -0.0029 0.0299
H 0.2021 -0.0720 0.1050
H -0.0137 -0.0658 -0.0315
H 0.0997 0.0963 0.0120
H 0.0446 -0.0659 -0.0624
H -0.0121 0.0099 -0.0093
H 0.0188 -0.0009 0.0742
H -0.0645 0.0288 0.0590
H -0.0512 0.0006 0.0730
H -0.0215 0.0228 -0.0075
H -0.0037 0.0153 0.0056
H -0.0685 0.0269 -0.0301
H -0.0259 -0.0322 -0.1121
H -0.0078 0.0151 -0.0116
H 0.0059 0.0151 -0.0025
H -0.0827 -0.0165 -0.0415
C -0.0608 -0.0278 0.0733
C 0.0801 -0.0493 0.1603
N 0.0027 -0.0160 -0.0485
C -0.0740 -0.0247 -0.1759
C 0.0618 0.0499 -0.1038
C 0.0760 0.1447 0.1278
C 0.0563 0.0951 -0.0084
H 0.0597 0.0454 -0.0344
H -0.0028 -0.0146 -0.0138
H -0.0122 0.0017 0.0179
H 0.0449 0.0060 -0.0926
H -0.0264 -0.0144 -0.0014
H 0.0294 0.0389 0.0521
H -0.0308 -0.0107 0.0822
H 0.0037 -0.0136 0.0897
H -0.0313 -0.0089 0.0070
H -0.0147 0.0080 0.0090
H -0.0549 -0.0420 0.0052
H -0.0126 -0.0772 -0.0860
H -0.0215 -0.0021 -0.0041
H -0.0151 0.0053 0.0056
H -0.0360 -0.0940 -0.0010